Record 1
ORCA calculation (wB97M-V/def2-TZVPD) on a 4-piece molecular cluster, C17H33BF5IO11P overall.

The calculation puts the lowest unoccupied orbital energy at 1.979 eV. As for the total charge: -1. For the max |F|, the calculation gives 0.0507 hartree/bohr. As for the spin multiplicity: 1. The molecular weight comes out at 677.1 g mol⁻¹.

Geometry as XYZ:
```
69
Properties=species:S:1:pos:R:3:forces:R:3
O 5.639 1.883 2.888 0.2297 0.2688 -0.3846
B 5.027 1.407 1.600 -0.7267 -0.4190 0.8218
C 3.428 1.768 1.629 0.4245 -0.2858 -0.5455
C 2.532 0.940 0.699 -0.1737 0.6225 0.7569
C 1.060 1.408 0.756 1.1041 -1.1158 -0.2042
C 0.680 2.549 -0.138 -0.6091 -0.2060 1.7878
F -0.662 2.447 -0.353 -1.0269 0.0740 0.0165
F 1.231 2.487 -1.323 0.9900 0.0651 -1.6396
C 0.872 3.972 0.459 -1.4421 -0.7790 -1.7398
F 0.696 3.983 1.734 -0.0007 -0.1703 2.5993
F -0.073 4.769 -0.043 -0.9240 0.7964 -0.6705
F 1.995 4.505 0.142 2.3837 0.6858 -0.3454
P 6.089 2.299 0.208 1.1603 0.4300 0.3457
O 7.074 1.075 -0.411 -0.6276 0.0706 -0.2463
I 4.707 2.932 -1.756 -0.2986 -0.1553 -0.4136
H 5.500 2.835 2.943 0.0457 -0.0536 0.1168
H 5.250 0.214 1.531 -0.0706 -0.1106 -0.1891
H 3.102 1.548 2.646 -0.0230 0.0279 0.2831
H 3.269 2.843 1.499 -0.0375 0.1297 -0.1635
H 2.920 0.868 -0.310 -0.0635 0.1513 -0.2780
H 2.534 -0.066 1.104 0.0530 -0.3449 -0.0494
H 0.432 0.565 0.481 -0.2945 0.0164 -0.3063
H 0.839 1.615 1.791 -0.2462 0.3364 0.2773
H 7.370 1.339 -1.291 0.1923 0.0377 0.2028
C -3.355 -3.965 -3.057 0.0024 0.1480 -0.1713
C -2.289 -3.640 -2.033 -0.2331 -0.2538 0.1315
O -1.416 -2.595 -2.476 0.0108 0.0532 0.0037
C -1.899 -1.350 -2.420 0.0970 0.0702 0.0045
O -2.990 -1.019 -2.020 0.0302 -0.2110 -0.0845
O -0.961 -0.531 -2.883 -0.0504 -0.0465 -0.0079
C -1.356 0.845 -2.960 -0.0289 0.2588 -0.1283
H -2.899 -4.199 -4.020 0.0280 -0.1014 0.0474
H -3.951 -4.818 -2.730 0.0401 -0.0195 0.0119
H -4.022 -3.122 -3.210 -0.0465 0.0292 0.0846
H -1.651 -4.510 -1.883 0.1784 0.1327 -0.0273
H -2.722 -3.381 -1.066 -0.0414 0.1468 -0.0624
H -1.725 1.201 -2.005 -0.0809 -0.0772 0.0074
H -2.114 0.971 -3.734 -0.0616 -0.0470 0.0661
H -0.473 1.415 -3.230 0.1072 -0.1730 0.0218
C -6.332 0.371 -3.649 -0.2541 0.1102 -0.1431
C -5.741 -0.829 -4.357 0.2576 0.3294 0.2879
O -6.746 -1.589 -5.051 -0.0299 -0.0928 -0.1080
C -7.190 -1.061 -6.189 0.0773 0.0022 0.1108
O -6.817 -0.034 -6.697 -0.0602 -0.1081 -0.0054
O -8.131 -1.876 -6.684 0.0298 0.0169 0.0079
C -8.756 -1.392 -7.871 -0.1306 -0.0183 -0.1678
H -7.140 0.059 -2.984 0.0998 -0.0473 0.0881
H -5.566 0.879 -3.064 0.0287 -0.0811 0.0306
H -6.752 1.081 -4.360 0.0908 0.0038 -0.0450
H -5.309 -1.504 -3.624 -0.1133 -0.1659 -0.0510
H -4.946 -0.540 -5.044 -0.1294 0.0181 -0.1286
H -8.019 -1.154 -8.635 0.0295 0.0938 0.0617
H -9.361 -0.514 -7.646 0.0908 0.0664 -0.0443
H -9.403 -2.186 -8.235 0.0416 -0.0819 0.1445
C 3.721 -2.230 8.763 0.2426 0.0477 0.0240
C 2.967 -1.458 7.699 -0.1414 -0.3103 0.0988
O 3.605 -0.218 7.385 -0.0406 0.0519 -0.0085
C 4.707 -0.315 6.624 0.0909 0.1162 -0.1276
O 5.169 -1.339 6.188 -0.0760 0.0380 0.1201
O 5.190 0.907 6.446 -0.0518 -0.0730 0.1138
C 6.419 0.964 5.705 0.3572 -0.0591 -0.1027
H 3.865 -1.612 9.650 -0.1199 -0.0156 0.0239
H 3.172 -3.131 9.042 -0.0411 0.0288 0.0051
H 4.707 -2.525 8.407 -0.0485 -0.0363 -0.0863
H 1.977 -1.195 8.068 0.0414 0.1987 -0.0463
H 2.833 -2.049 6.793 0.1545 0.0242 -0.0309
H 6.325 0.467 4.745 -0.0739 0.0167 -0.0049
H 7.226 0.525 6.294 -0.0834 -0.0947 0.0169
H 6.638 2.012 5.528 -0.2080 0.0398 0.0370
```
Positions in Å, forces in eV/Å.

Per-atom natural (NBO) charges, elementary charge units: atom 1 (O): -0.928, atom 2 (B): 0.036, atom 3 (C): -0.658, atom 4 (C): -0.390, atom 5 (C): -0.473, atom 6 (C): 0.613, atom 7 (F): -0.352, atom 8 (F): -0.306, atom 9 (C): 0.916, atom 10 (F): -0.304, atom 11 (F): -0.334, atom 12 (F): -0.288, atom 13 (P): 0.682, atom 14 (O): -0.996, atom 15 (I): -0.319, atom 16 (H): 0.449, atom 17 (H): -0.067, atom 18 (H): 0.200, atom 19 (H): 0.179, atom 20 (H): 0.218, atom 21 (H): 0.202, atom 22 (H): 0.219, atom 23 (H): 0.227, atom 24 (H): 0.478, atom 25 (C): -0.625, atom 26 (C): -0.072, atom 27 (O): -0.494, atom 28 (C): 0.986, atom 29 (O): -0.665, atom 30 (O): -0.487, atom 31 (C): -0.261, atom 32 (H): 0.210, atom 33 (H): 0.213, atom 34 (H): 0.214, atom 35 (H): 0.190, atom 36 (H): 0.192, atom 37 (H): 0.212, atom 38 (H): 0.175, atom 39 (H): 0.209, atom 40 (C): -0.640, atom 41 (C): -0.070, atom 42 (O): -0.495, atom 43 (C): 0.982, atom 44 (O): -0.648, atom 45 (O): -0.499, atom 46 (C): -0.255, atom 47 (H): 0.208, atom 48 (H): 0.231, atom 49 (H): 0.220, atom 50 (H): 0.200, atom 51 (H): 0.193, atom 52 (H): 0.196, atom 53 (H): 0.187, atom 54 (H): 0.191, atom 55 (C): -0.639, atom 56 (C): -0.068, atom 57 (O): -0.503, atom 58 (C): 0.984, atom 59 (O): -0.650, atom 60 (O): -0.492, atom 61 (C): -0.255, atom 62 (H): 0.205, atom 63 (H): 0.208, atom 64 (H): 0.229, atom 65 (H): 0.182, atom 66 (H): 0.194, atom 67 (H): 0.239, atom 68 (H): 0.165, atom 69 (H): 0.198



Record 2
ORCA calculation (wB97M-V/def2-TZVPD) on a 2-piece molecular cluster, C4H8N3O overall.

The calculation puts the lowest unoccupied orbital energy at -4.156 eV. As for the total charge: +1. For the max |F|, the calculation gives 0.0678 hartree/bohr. As for the spin multiplicity: 1. The molecular weight comes out at 114.1 g mol⁻¹.

Geometry as XYZ:
```
16
Properties=species:S:1:pos:R:3:forces:R:3
C 0.055 1.506 -0.801 0.8885 -1.0018 -0.3661
C -0.022 0.306 -0.166 -2.6972 -0.1814 -1.4446
C 1.064 -0.637 0.064 0.4364 1.0900 0.6434
C -1.864 -0.653 -0.108 2.0258 2.5497 1.2510
N 2.116 -0.157 0.739 1.1784 -1.7084 -0.4871
N -2.706 0.141 0.528 -2.8334 1.0245 0.9838
N 0.953 -1.884 -0.343 -3.2273 0.8988 -0.5915
O -2.018 -1.735 -0.533 0.6754 -1.0020 -0.7535
H -0.851 2.035 -1.017 -0.5306 0.1369 0.1287
H 0.924 2.026 -1.349 -0.8207 -1.2126 1.4440
H 2.126 0.787 1.062 -0.1930 0.4610 -0.0306
H 3.011 -0.681 0.874 -1.3642 0.5151 -0.1819
H -2.480 1.034 0.963 0.5833 -0.5546 -0.5203
H -3.762 -0.062 0.664 2.5702 -0.2089 -0.6966
H -0.037 -2.226 -0.579 1.8874 0.6667 0.1329
H 1.619 -2.548 -0.110 1.4211 -1.4728 0.4883
```
Positions in Å, forces in eV/Å.

Per-atom natural (NBO) charges, elementary charge units: atom 1 (C): -0.321, atom 2 (C): -0.224, atom 3 (C): 0.490, atom 4 (C): 0.793, atom 5 (N): -0.726, atom 6 (N): -0.830, atom 7 (N): -0.712, atom 8 (O): -0.544, atom 9 (H): 0.222, atom 10 (H): 0.241, atom 11 (H): 0.432, atom 12 (H): 0.429, atom 13 (H): 0.429, atom 14 (H): 0.443, atom 15 (H): 0.465, atom 16 (H): 0.414



Record 3
ORCA calculation (wB97M-V/def2-TZVPD) on C24H24ClN8NaO4 as an isolated structure.

The calculation puts the lowest unoccupied orbital energy (alpha / beta) at 3.999 / 4.002 eV. As for the total charge: -2. For the max |F|, the calculation gives 0.0152 hartree/bohr. As for the spin multiplicity: 1. The molecular weight comes out at 547.0 g mol⁻¹.

Geometry as XYZ:
```
62
Properties=species:S:1:pos:R:3:forces:R:3
Na -0.209 -0.273 -0.390 0.3302 0.5703 0.4233
N 1.977 -2.587 -3.340 -0.0062 0.0864 -0.0094
C 1.553 -1.499 -2.610 -0.1368 -0.0040 0.0010
N 1.676 -1.360 -1.352 0.0084 0.0320 -0.0398
C 2.165 -2.422 -0.584 -0.0074 -0.0809 -0.0977
N 2.191 -2.389 0.715 -0.0467 0.2297 0.1396
N 1.814 -1.233 1.310 0.0959 -0.3389 0.0154
C 1.747 -1.390 2.629 0.0502 -0.0374 -0.1495
C 1.566 -0.361 3.577 -0.0491 -0.0216 0.1666
C 1.362 -0.723 4.948 0.0173 -0.0280 -0.1327
C 1.159 0.234 5.900 -0.0048 0.0515 0.0090
C 1.161 1.591 5.516 -0.0090 -0.0875 0.0470
C 1.391 1.856 4.173 -0.0068 0.1521 -0.0539
N 1.595 0.961 3.222 0.0012 -0.0221 0.0022
C 2.572 -3.651 -1.271 0.0190 0.0101 0.0716
C 3.061 -4.776 -0.603 -0.0159 0.0636 0.0222
C 3.395 -5.931 -1.291 -0.0023 0.0032 -0.0326
C 3.243 -5.986 -2.671 0.0243 -0.0522 0.0037
C 2.768 -4.877 -3.357 -0.0030 0.0433 0.0106
C 2.439 -3.719 -2.665 -0.0264 -0.0322 0.0022
H 1.497 -2.729 -4.213 -0.0078 -0.0494 0.0164
H 1.063 -0.711 -3.176 0.0346 0.0224 -0.0230
H 1.854 -2.406 3.016 0.0177 0.0326 0.0450
H 1.357 -1.776 5.205 -0.0034 0.0020 0.0273
H 0.993 -0.056 6.933 0.0026 0.0320 0.0063
H 1.000 2.398 6.219 -0.0043 -0.0068 0.0282
H 1.410 2.895 3.841 0.0089 -0.0028 -0.0045
H 3.153 -4.711 0.472 -0.0018 -0.0118 0.0031
H 3.766 -6.792 -0.749 0.0022 -0.0089 -0.0086
H 3.492 -6.889 -3.215 -0.0013 -0.0008 -0.0043
H 2.643 -4.901 -4.434 0.0000 -0.0173 -0.0100
N 0.324 6.363 0.944 -0.0279 -0.0553 0.0145
C -0.079 5.315 1.199 -0.0358 -0.0790 0.0412
C -0.600 4.018 1.553 0.1344 0.3191 -0.0769
C -1.595 3.914 2.526 0.0431 -0.1692 -0.0662
C -2.061 2.654 2.836 0.0853 -0.0019 -0.0941
C -1.510 1.564 2.163 -0.0414 0.0452 0.1321
N -0.571 1.668 1.239 -0.0134 -0.2236 0.0539
C -0.119 2.871 0.925 -0.1518 -0.0694 0.0995
H -1.979 4.798 3.016 0.0171 0.0244 -0.0127
H -2.828 2.503 3.582 -0.0042 0.0007 0.0071
H -1.849 0.559 2.389 0.0109 -0.0194 -0.0086
H 0.632 2.918 0.147 0.0056 0.0472 -0.0331
O -1.643 -1.951 -0.697 -0.1620 -0.2458 -0.3486
Cl -1.791 -1.838 -2.185 -0.0804 -0.0603 0.1056
O -3.227 -1.946 -2.498 -0.0666 -0.0966 -0.0133
O -1.092 -3.004 -2.783 -0.0304 -0.0377 -0.0364
O -0.453 1.221 -2.131 0.2846 0.2356 -0.1120
C -3.928 1.699 -1.647 -0.0608 0.0655 0.0544
C -2.597 2.135 -2.250 0.0225 0.0116 -0.0816
C -2.538 1.777 -3.732 -0.0177 -0.0589 -0.0407
C -2.407 3.645 -2.073 0.0216 0.0697 -0.0263
N -1.557 1.446 -1.457 -0.2286 -0.2045 -0.0582
H -4.768 2.259 -2.074 0.0064 -0.0012 -0.0339
H -3.910 1.874 -0.568 0.0056 0.0069 0.0241
H -4.087 0.632 -1.810 0.0224 -0.0153 -0.0180
H -3.278 2.354 -4.297 -0.0239 0.0148 0.0010
H -2.743 0.714 -3.878 0.0016 -0.0178 0.0418
H -1.542 1.981 -4.124 -0.0003 0.0308 0.0071
H -3.174 4.220 -2.606 -0.0118 -0.0057 -0.0159
H -1.426 3.942 -2.450 0.0226 -0.0205 -0.0051
H -2.456 3.909 -1.013 -0.0061 -0.0183 0.0244
```
Positions in Å, forces in eV/Å.

Per-atom natural (NBO) charges, elementary charge units: atom 1 (Na): 0.854, atom 2 (N): -0.618, atom 3 (C): 0.310, atom 4 (N): -0.528, atom 5 (C): 0.265, atom 6 (N): -0.308, atom 7 (N): -0.347, atom 8 (C): -0.047, atom 9 (C): 0.083, atom 10 (C): -0.250, atom 11 (C): -0.222, atom 12 (C): -0.389, atom 13 (C): 0.045, atom 14 (N): -0.472, atom 15 (C): -0.105, atom 16 (C): -0.176, atom 17 (C): -0.250, atom 18 (C): -0.229, atom 19 (C): -0.283, atom 20 (C): 0.255, atom 21 (H): 0.402, atom 22 (H): 0.209, atom 23 (H): 0.149, atom 24 (H): 0.192, atom 25 (H): 0.185, atom 26 (H): 0.190, atom 27 (H): 0.164, atom 28 (H): 0.231, atom 29 (H): 0.194, atom 30 (H): 0.192, atom 31 (H): 0.195, atom 32 (N): -0.368, atom 33 (C): 0.314, atom 34 (C): -0.243, atom 35 (C): -0.145, atom 36 (C): -0.254, atom 37 (C): 0.083, atom 38 (N): -0.382, atom 39 (C): 0.135, atom 40 (H): 0.212, atom 41 (H): 0.211, atom 42 (H): 0.203, atom 43 (H): 0.226, atom 44 (O): -0.941, atom 45 (Cl): 1.840, atom 46 (O): -0.905, atom 47 (O): -0.928, atom 48 (O): -0.674, atom 49 (C): -0.608, atom 50 (C): 0.018, atom 51 (C): -0.627, atom 52 (C): -0.610, atom 53 (N): -0.249, atom 54 (H): 0.172, atom 55 (H): 0.199, atom 56 (H): 0.236, atom 57 (H): 0.172, atom 58 (H): 0.219, atom 59 (H): 0.222, atom 60 (H): 0.176, atom 61 (H): 0.208, atom 62 (H): 0.196



Record 4
ORCA calculation (wB97M-V/def2-TZVPD) on a 2-piece molecular cluster, C4H10O3 overall.

The calculation puts the lowest unoccupied orbital energy (alpha / beta) at 3.179 / 0.685 eV. As for the total charge: -1. For the max |F|, the calculation gives 0.0864 hartree/bohr. The expectation value of S² is 0.755. As for the spin multiplicity: 2. The molecular weight comes out at 106.1 g mol⁻¹.

Geometry as XYZ:
```
17
Properties=species:S:1:pos:R:3:forces:R:3
C -0.227 -0.864 -0.048 -2.5605 -1.0503 -3.3817
C 0.921 -0.856 -1.074 0.4411 -0.1423 -0.1312
C 2.347 -1.165 -0.457 -0.8207 0.0833 0.1211
O 3.217 -1.786 -1.363 -0.5431 1.0130 1.4067
C -0.795 0.449 0.300 0.8995 4.3398 -0.2970
O -2.089 0.465 0.773 -0.8291 -0.5494 -0.7345
H -1.073 -1.426 -0.635 1.1455 0.7532 1.5047
H -0.125 -1.263 0.904 0.9326 -1.9239 1.3788
H 0.836 0.101 -1.664 0.7933 -0.2769 1.1293
H 0.717 -1.509 -1.945 0.2356 -0.5685 0.9343
H 2.335 -1.892 0.508 -0.2136 1.2957 -2.0477
H 2.667 -0.159 -0.007 0.5277 -1.3728 -0.5620
H -0.517 1.182 -0.571 -1.2171 -0.8575 0.7339
H -0.227 0.941 1.102 0.7551 -0.2659 0.0853
H -2.386 1.384 1.117 0.0715 0.1379 0.3090
H -2.635 3.492 1.188 -0.0114 0.2139 -0.0548
O -2.967 2.905 1.873 0.3938 -0.8294 -0.3943
```
Positions in Å, forces in eV/Å.

Per-atom natural (NBO) charges, elementary charge units: atom 1 (C): -0.444, atom 2 (C): -0.440, atom 3 (C): -0.146, atom 4 (O): -0.294, atom 5 (C): -0.026, atom 6 (O): -0.788, atom 7 (H): 0.201, atom 8 (H): 0.212, atom 9 (H): 0.212, atom 10 (H): 0.210, atom 11 (H): 0.228, atom 12 (H): 0.205, atom 13 (H): 0.099, atom 14 (H): 0.144, atom 15 (H): 0.544, atom 16 (H): 0.394, atom 17 (O): -1.311